1.
Formula: C2H5Cl2N2
Source: the Open Molecules 2025 dataset
Level of theory: the ωB97M-V functional and the def2-TZVPD basis

The geometry in XYZ format:
```
11
Properties=species:S:1:pos:R:3:forces:R:3:lowdin_charge:R:1
C -0.50999 0.05298 0.01782 4.240 -0.817 0.315 -0.27
C 1.54903 0.01060 0.47012 -3.415 0.833 -0.106 -1.01
N -0.87754 -1.15980 -0.23806 -0.612 -0.358 -0.099 0.16
N -1.14963 1.15639 -0.16661 -0.650 0.365 -0.087 0.19
Cl 2.16113 1.47196 -0.19793 0.045 -0.178 0.017 0.67
Cl 2.13322 -1.46161 -0.15524 0.094 -0.026 -0.028 0.72
H 1.47552 0.03775 1.55646 0.221 -0.074 -0.242 0.05
H -0.19626 -1.90716 -0.12351 -0.206 0.161 -0.047 0.07
H -1.78092 -1.41532 -0.62427 0.049 0.034 0.112 0.15
H -0.71644 2.04967 0.02280 0.068 -0.069 0.002 0.12
H -2.08811 1.16455 -0.56159 0.167 0.128 0.163 0.15
```
Forces are in eV/Å.

## Properties
* charge: +1
* strongest force on any atom: 4.329 eV/Å
* relative energy (zero: lowest compared OMol25 entry of this formula, charge and spin): 0.979 eV
* calculated total energy: -30172.21803 eV
* M: 127.98 g/mol
* Kohn-Sham gap: 10.7 eV
* E_HOMO: -0.552 hartree

2.
Formula: CH5NO2P
Source: the Open Molecules 2025 dataset
Level of theory: the ωB97M-V functional and the def2-TZVPD basis

The geometry in XYZ format:
```
10
Properties=species:S:1:pos:R:3:forces:R:3:lowdin_charge:R:1
C -1.96729 -1.77176 -0.42780 1.660 -1.406 -1.043 -0.32
N 2.47451 1.61783 0.49424 1.203 -1.203 2.695 -0.01
O -1.94921 0.73511 0.53939 -0.633 -0.035 -0.981 -0.46
O 0.34277 -0.04929 0.04023 -0.512 -1.534 -1.232 -0.44
P -1.12542 -0.32249 -0.12806 -0.394 0.139 2.451 0.35
H -1.50342 -2.80736 -0.75824 -0.766 2.563 0.545 -0.01
H 2.79483 1.49392 -0.41334 1.106 -0.797 -1.862 -0.05
H -3.03780 -1.65272 -0.59933 0.327 0.015 0.199 -0.06
H 1.63725 2.10634 0.31224 -1.571 -0.079 0.581 -0.03
H 2.33377 0.65041 0.94067 -0.420 2.337 -1.353 0.04
```
Forces are in eV/Å.

## Properties
* charge: -1
* strongest force on any atom: 3.187 eV/Å
* relative energy (zero: lowest compared OMol25 entry of this formula, charge and spin): 1.995 eV
* calculated total energy: -15993.46346 eV
* M: 94.03 g/mol
* Kohn-Sham gap: 8.0 eV
* E_HOMO: -0.136 hartree

3.
Formula: C5H8O2
Source: the Open Molecules 2025 dataset
Level of theory: the ωB97M-V functional and the def2-TZVPD basis

The geometry in XYZ format:
```
15
Properties=species:S:1:pos:R:3:forces:R:3:lowdin_charge:R:1
C -2.64994 -0.03740 0.05014 4.644 1.973 -2.278 -0.07
C 1.65000 0.12551 0.04550 -0.222 1.148 -2.270 -0.07
C 0.68820 1.27832 -0.28556 0.658 0.373 -0.294 -0.12
C 0.18928 0.05259 0.38015 1.120 1.085 -1.957 -0.28
C -0.74874 -0.75551 -0.42375 -3.957 1.154 4.969 -0.21
O -2.93899 1.10300 -0.13932 -0.401 -1.140 0.417 0.04
O -0.88605 -2.02958 0.00731 0.940 -2.186 -1.845 -0.01
H -3.20501 -0.80093 0.53182 -1.131 -1.223 0.768 0.07
H 1.94293 -0.31473 -0.88437 0.425 -0.817 -0.076 0.09
H 2.46945 0.38819 0.70809 -0.513 -0.362 0.320 0.10
H 0.91577 2.26265 0.06780 -0.285 0.112 1.344 0.09
H 0.26104 1.45423 -1.24222 0.215 -0.516 -1.197 0.09
H 0.09253 0.21365 1.37039 -1.283 -0.222 3.306 0.11
H -0.68924 -0.79634 -1.43024 0.532 0.545 -3.250 0.10
H -1.28177 -2.12774 0.83646 -0.742 0.075 2.043 0.06
```
Forces are in eV/Å.

## Properties
* strongest force on any atom: 6.457 eV/Å
* relative energy (zero: lowest compared OMol25 entry of this formula, charge and spin): 4.303 eV
* calculated total energy: -9405.52962 eV
* M: 100.12 g/mol
* Kohn-Sham gap: 9.1 eV
* E_HOMO: -0.305 hartree

4.
Formula: C4H5NO2
Source: the Open Molecules 2025 dataset
Level of theory: the ωB97M-V functional and the def2-TZVPD basis

The geometry in XYZ format:
```
12
Properties=species:S:1:pos:R:3:forces:R:3:lowdin_charge:R:1
C 0.49629 2.04294 -0.07202 -3.362 2.898 -8.331 -0.06
O -0.70950 1.24431 -0.32904 2.068 -2.333 2.459 -0.08
C -0.15068 -0.01289 -0.15585 -4.198 -2.584 1.539 -0.35
C -1.07903 -1.23995 0.22919 1.706 1.446 -2.192 0.05
C -0.09357 -2.24041 0.06911 -4.915 0.593 3.420 -0.16
O 1.12189 -1.71086 0.05660 0.977 -1.934 -0.748 -0.06
N 1.11775 -0.36790 -0.15642 -1.612 1.088 -0.172 0.07
H 0.07292 3.11162 -0.40558 1.497 -2.063 0.621 0.14
H 0.89742 2.15402 0.83691 1.325 -0.662 3.562 0.04
H 1.01449 1.51394 -0.95512 1.186 2.340 1.822 0.11
H -2.27293 -1.20887 0.42570 3.471 -0.295 -0.782 0.15
H -0.41505 -3.28596 0.45652 1.856 1.507 -1.198 0.15
```
Forces are in eV/Å.

## Properties
* strongest force on any atom: 9.439 eV/Å
* SMILES: COc1ccon1
* relative energy (zero: lowest compared OMol25 entry of this formula, charge and spin): 5.177 eV
* calculated total energy: -9809.13809 eV
* M: 99.09 g/mol
* Kohn-Sham gap: 10.7 eV
* E_HOMO: -0.357 hartree

5.
Formula: C3H12NO
Source: the Open Molecules 2025 dataset
Level of theory: the ωB97M-V functional and the def2-TZVPD basis

The geometry in XYZ format:
```
17
Properties=species:S:1:pos:R:3:forces:R:3:lowdin_charge:R:1
C 1.37862 -2.29128 0.02144 -0.833 2.360 0.034 0.10
O 0.06175 -1.84310 0.27030 0.645 -3.202 -0.775 0.19
H 1.65517 -2.74980 -0.95886 -0.710 -0.428 -0.001 0.20
H 1.65007 -3.02472 0.77936 0.087 -1.124 0.701 0.20
H 1.85784 -1.37581 0.17988 1.858 0.895 0.131 0.10
H -0.51454 -2.64005 0.10362 -0.481 0.389 0.320 0.21
C 0.33846 1.86147 0.66079 0.908 0.733 1.900 -0.07
C -1.06186 1.66265 0.01546 1.720 1.737 -0.786 -0.18
N -1.12378 0.42434 -0.78923 0.891 -1.956 -2.031 0.15
H 0.59837 2.99363 1.00609 -1.099 -2.853 -0.769 0.17
H 1.32962 1.45950 0.30951 -1.226 0.501 -1.092 0.08
H 0.20601 1.19191 1.52652 0.415 0.837 0.609 0.07
H -1.24300 2.42570 -0.73776 -0.494 0.414 0.464 0.14
H -1.77494 1.63333 0.83102 -0.357 0.027 -0.353 0.14
H -2.05003 -0.01056 -0.88552 0.003 -0.152 0.966 0.19
H -0.95079 0.53695 -1.81551 0.339 0.823 0.773 0.20
H -0.35696 -0.25419 -0.51712 -1.667 0.997 -0.090 0.12
```
Forces are in eV/Å.

## Properties
* multiplicity: 2
* charge: +2
* strongest force on any atom: 3.356 eV/Å
* relative energy (zero: lowest compared OMol25 entry of this formula, charge and spin): 1.850 eV
* calculated total energy: -6820.22494 eV
* M: 78.13 g/mol
* Kohn-Sham gap (alpha / beta): 11.6 / 4.5 eV
* E_HOMO (alpha / beta): -0.734 / -0.732 hartree

6.
Formula: C19H28ClNO5
Source: the Open Molecules 2025 dataset
Level of theory: the ωB97M-V functional and the def2-TZVPD basis

The geometry in XYZ format:
```
54
Properties=species:S:1:pos:R:3:forces:R:3:lowdin_charge:R:1
C 2.14708 -4.80454 1.86740 0.358 0.689 0.768 -0.08
C 1.76934 -3.50399 0.94528 0.030 0.001 -0.034 -0.34
O 0.87336 -2.64805 1.76668 -0.648 -1.537 -0.707 -0.14
C 1.05061 -3.85139 -0.48911 0.382 -2.775 1.119 -0.12
O 1.37192 -2.93411 -1.58837 -3.730 2.038 0.049 -0.07
C 0.19298 -2.24558 -2.12726 -5.744 -2.077 -1.632 -0.24
O -0.99487 -2.84318 -2.42254 8.485 3.455 2.328 0.02
O 0.28645 -0.81548 -2.45485 0.391 -2.927 2.354 -0.03
C 0.20786 0.04695 -1.26764 0.279 2.286 1.292 -0.35
C -0.97329 -0.33340 -0.19875 -1.087 0.722 0.502 -0.03
C -2.51072 -0.18269 -0.79827 -1.586 -0.812 -4.634 -0.24
O -2.81664 -0.43057 -2.09862 1.782 1.975 8.162 -0.04
N -3.56289 0.30627 0.19286 0.585 -1.904 -2.146 -0.21
C -3.62097 -0.55154 1.43711 1.521 0.161 1.019 -0.11
C -4.91625 0.49697 -0.45481 -1.398 0.476 0.668 -0.11
C -0.08549 1.58548 -1.85634 -0.676 0.787 -0.480 -0.09
C -0.09903 2.73632 -0.68817 -0.381 3.283 3.497 -0.12
C 1.24341 3.54315 -0.12656 -2.867 0.534 1.417 -0.03
C 1.21672 4.66165 1.08070 -3.968 -2.070 -1.139 -0.07
C -0.23065 5.00491 1.77744 0.072 -2.303 -2.635 -0.08
C -1.63388 4.29376 1.26001 4.044 -1.234 -1.946 -0.06
C -1.53400 3.18195 0.04384 2.842 1.638 1.187 -0.02
C 1.64899 0.18196 -0.44104 -0.004 -1.595 -0.278 -0.13
C 2.90577 0.65438 -1.38275 1.047 1.128 2.083 -0.64
C 4.16124 0.98870 -0.32955 -1.295 0.030 -0.452 -0.16
Cl 3.56192 -0.68853 -2.51158 -0.850 1.303 0.875 0.53
H 1.17960 -5.16309 2.45075 2.003 0.462 -1.477 0.09
H 2.71440 -5.66475 1.31302 -1.353 1.614 0.920 0.09
H 2.88727 -4.40758 2.71603 -1.662 -0.830 -1.882 0.10
H 2.75186 -2.88291 0.74891 -2.096 -1.127 0.391 0.16
H -0.00026 -3.14456 1.94926 2.226 0.896 -0.545 0.12
H -0.08816 -4.00734 -0.27583 1.990 0.621 -0.804 0.15
H 1.46966 -4.92048 -0.81516 -0.893 2.360 0.552 0.15
H -0.88118 -1.38816 0.29905 0.061 1.859 -1.164 0.12
H -0.91238 0.45299 0.69756 0.008 -1.675 -2.025 0.13
H -4.55828 -0.29841 2.09991 1.817 -0.624 -1.635 0.10
H -2.66963 -0.25245 2.09293 -2.039 -0.819 -1.297 0.10
H -3.52087 -1.68437 1.15502 -0.562 1.977 0.786 0.11
H -4.96629 1.57092 -0.94812 0.175 -2.470 0.660 0.10
H -5.71721 0.52165 0.42618 1.778 0.014 -1.836 0.09
H -5.25405 -0.37073 -1.16679 0.929 1.796 1.112 0.10
H 0.69512 1.87254 -2.71292 -1.569 -0.771 2.108 0.14
H -1.14827 1.65182 -2.39598 2.298 -0.438 1.315 0.14
H 2.27835 3.27446 -0.60203 -2.212 0.664 1.000 0.06
H 2.20883 5.19408 1.47727 -2.494 -1.403 -1.105 0.09
H -0.26639 5.78043 2.67067 0.059 -1.812 -2.141 0.08
H -2.69619 4.54309 1.74334 2.756 -0.581 -1.192 0.09
H -2.53560 2.68928 -0.31163 2.199 0.968 0.737 0.07
H 1.91187 -0.90138 -0.04457 -0.452 2.215 -0.834 0.10
H 1.54077 0.84887 0.54330 0.160 -1.191 -2.527 0.14
H 2.73530 1.64644 -1.98135 0.077 -2.310 0.820 0.09
H 5.10767 1.34443 -0.94054 -1.960 -0.862 1.466 0.09
H 3.74874 1.84110 0.39448 1.146 -1.804 -1.499 0.08
H 4.32642 0.00472 0.28214 0.027 2.001 -1.140 0.08
```
Forces are in eV/Å.

## Properties
* strongest force on any atom: 9.453 eV/Å
* SMILES: C[C@H](O)COC(=O)O[C@](CC(=O)N(C)C)(Cc1ccccc1)C[C@@H](C)Cl
* relative energy (zero: lowest compared OMol25 entry of this formula, charge and spin): 15.857 eV
* calculated total energy: -44391.59301 eV
* M: 385.89 g/mol
* Kohn-Sham gap: 8.6 eV
* E_HOMO: -0.315 hartree